1.
A structure of composition C20H21BrCoN4OS2. Source: the OMol25 dataset; level of theory: wB97M-V/def2-TZVPD.

Geometry as ORCA input:
```
! wB97M-V def2-TZVPD RIJCOSX def2/J DEFGRID3
* xyz 1 1
Co -0.01808 -0.43992 0.56741
Br 1.84566 -2.04554 0.66871
C 3.08524 -0.68980 0.14947
C 4.41291 -0.98601 0.08833
C 5.30608 0.02908 -0.31642
C 4.83587 1.26872 -0.64339
C 3.45467 1.57542 -0.58077
C 2.96124 2.86180 -0.90678
C 1.62847 3.13172 -0.82597
C 0.71164 2.13530 -0.40901
C 1.14622 0.88421 -0.08296
C 2.53464 0.57426 -0.16892
H 4.77485 -1.97162 0.34645
H 6.36409 -0.18817 -0.36419
H 5.52119 2.04667 -0.95548
H 3.66295 3.62540 -1.21749
H 1.25801 4.11760 -1.07414
H -0.33746 2.38797 -0.33917
N 1.42256 -1.70681 -2.48329
C 0.09696 -1.58956 -2.32055
N -0.51050 -1.04265 -1.28265
C -1.88186 -0.92594 -1.52892
C -2.32281 -1.50013 -2.66102
S -0.99201 -2.15079 -3.54424
C -2.56866 -0.07471 -0.57471
C -3.83056 0.38859 -0.55973
S -4.04434 1.47477 0.76468
C -2.39475 1.25067 1.22045
N -1.74426 0.41649 0.43092
N -1.80987 1.86966 2.24736
H 2.04583 -1.14877 -1.92300
H 1.78245 -2.07186 -3.34720
H -3.32499 -1.54503 -3.05073
H -4.63798 0.18448 -1.24128
H -2.37720 2.37892 2.90391
H -1.01182 1.33168 2.59722
C 1.61439 1.39880 3.31125
C 0.88366 0.06874 3.47130
C -0.03804 0.10846 4.69433
C 1.90384 -1.04502 3.70849
O 0.01692 -0.15966 2.35026
H 2.28456 1.57012 4.15508
H 0.92642 2.24548 3.25530
H 2.20515 1.39937 2.39432
H 0.54463 0.28583 5.59803
H -0.56075 -0.84303 4.79692
H -0.78844 0.89717 4.62472
H 2.30612 -0.95604 4.71795
H 2.74577 -0.98684 3.01828
H 1.43003 -2.02239 3.61455
*
```

Values from the calculation:
E_tot   -5821.9696 Ha
Largest force on an atom   0.37 eV/Å
Energy relative to the best compared isomer or geometry (same formula, charge and spin)   0.0 kcal per mole

In the natural (NBO) picture, each atom carries the following charge in e: Co 1.039; Br 0.219; C -0.098; C -0.237; C -0.196; C -0.161; C -0.062; C -0.182; C -0.185; C -0.266; C -0.060; C -0.109; H 0.242; H 0.236; H 0.230; H 0.226; H 0.229; H 0.224; N -0.776; C 0.296; N -0.553; C 0.081; C -0.404; S 0.447; C 0.183; C -0.439; S 0.456; C 0.299; N -0.557; N -0.791; H 0.423; H 0.418; H 0.262; H 0.262; H 0.409; H 0.454; C -0.631; C 0.258; C -0.614; C -0.631; O -0.846; H 0.222; H 0.205; H 0.208; H 0.220; H 0.221; H 0.192; H 0.223; H 0.200; H 0.214

***

2.
A cluster of 2 separate species, C20H21Cl2 in total. Source: the OMol25 dataset; level of theory: wB97M-V/def2-TZVPD.

Geometry as ORCA input:
```
! wB97M-V def2-TZVPD RIJCOSX def2/J DEFGRID3
* xyz 1 1
C -1.97540 -2.53208 1.31270
C -0.47688 -2.47153 1.23194
C 0.18492 -1.29678 1.15612
C 1.66941 -1.22055 1.32099
C 2.39935 -2.55720 1.05638
C 1.71665 -3.74519 1.70634
C 0.22793 -3.80124 1.34756
H -2.31045 -3.57675 1.25323
H -2.35958 -2.11775 2.26218
H -2.44135 -1.96923 0.49095
H -0.33725 -0.34833 1.21236
H 2.10329 -0.42056 0.71036
H 1.85537 -0.96186 2.37169
H 2.45208 -2.72288 -0.02559
H 3.42003 -2.49301 1.44074
H 2.19640 -4.67652 1.38572
H 1.82593 -3.71478 2.79647
H -0.28160 -4.42754 2.08740
H 0.12358 -4.33174 0.38768
Cl -1.30764 -0.35410 -6.11168
C -1.17356 0.15677 -4.49027
C -1.81441 -0.55294 -3.45697
C -1.63087 -0.17108 -2.13917
C -0.76182 0.89782 -1.75835
C -0.65824 1.20168 -0.35639
C -0.18059 2.41169 0.25918
C -0.47124 2.61792 1.64634
C -0.02615 3.72715 2.34614
C 0.71864 4.72391 1.68857
Cl 1.38455 6.03222 2.55399
C 0.91752 4.62405 0.30453
C 0.43973 3.51348 -0.40312
C -0.18616 1.63936 -2.83164
C -0.40285 1.28307 -4.16967
H -2.41587 -1.40563 -3.71392
H -2.19398 -0.68480 -1.35616
H -1.40846 0.66181 0.24687
H -1.10065 1.88728 2.16133
H -0.20340 3.83017 3.40289
H 1.46675 5.40782 -0.21691
H 0.52939 3.56444 -1.47733
H 0.42294 2.51477 -2.66318
H 0.06394 1.85867 -4.97027
*
```

Values from the calculation:
E_tot   -1694.7872 Ha
Largest force on an atom   3.10 eV/Å
Energy relative to the best compared isomer or geometry (same formula, charge and spin)   13.4 kcal per mole

In the natural (NBO) picture, each atom carries the following charge in e: C -0.646; C 0.057; C -0.228; C -0.435; C -0.391; C -0.395; C -0.447; H 0.228; H 0.229; H 0.196; H 0.165; H 0.202; H 0.210; H 0.197; H 0.218; H 0.219; H 0.203; H 0.223; H 0.218; Cl 0.118; C 0.059; C -0.255; C -0.085; C -0.098; C 0.120; C -0.207; C -0.027; C -0.271; C 0.057; Cl 0.119; C -0.243; C -0.085; C -0.110; C -0.243; H 0.252; H 0.229; H 0.232; H 0.225; H 0.252; H 0.253; H 0.215; H 0.214; H 0.252

***

3.
A structure of composition C20H21ClN4O. Source: the OMol25 dataset; level of theory: wB97M-V/def2-TZVPD.

Geometry as ORCA input:
```
! wB97M-V def2-TZVPD RIJCOSX def2/J DEFGRID3
* xyz 0 1
Cl -3.26342 -3.06441 -0.32705
C -1.46630 -3.39449 -0.25156
C -0.56611 -2.24292 -0.32205
C 0.69181 -2.62457 -0.17983
C 1.10322 -4.07768 -0.12408
C 0.11204 -5.02615 0.11788
C -1.27914 -4.81799 0.09689
H -1.92688 -5.47647 -0.16012
H 0.45543 -5.92863 0.11018
H 2.17457 -4.12278 0.12878
C 1.53342 -1.27882 -0.16046
N 2.75055 -1.63520 -0.03872
C 3.73170 -0.86780 -0.04860
C 5.09567 -0.83606 0.35337
C 5.95444 0.09913 0.20059
C 5.46244 1.39396 0.21686
C 4.24561 1.52563 -0.10431
C 3.23625 0.59066 -0.09408
C 1.97115 0.88915 -0.49303
N 1.04048 -0.22077 -0.31304
N 1.25532 1.97128 -0.79759
H 1.71214 2.90716 -0.36917
C -0.12679 2.20833 -0.85858
H -0.37759 3.10723 -1.21474
C -0.92604 2.10588 0.14576
N -2.21454 1.60314 0.08850
C -2.94486 0.72162 1.20396
C -4.30795 0.61700 0.72479
H -4.96506 -0.04611 1.69392
O -5.09282 1.50955 0.40535
C -4.48051 2.33025 -0.77639
C -3.13355 2.68932 -0.44842
H -2.59815 3.23397 -1.15973
H -3.22637 3.33031 0.46822
H -5.17092 2.99137 -0.98879
H -4.34917 1.74627 -1.55148
H -4.21178 -0.26039 -0.23716
H -2.36741 0.05236 1.75641
H -3.07446 1.61411 2.10016
H -0.59312 1.23555 1.03729
H -0.76540 2.77230 1.16386
H -0.56728 1.36156 -1.34679
H 3.79796 2.66285 -0.31440
H 6.20153 2.09214 0.12992
H 6.90655 -0.00757 0.44954
H 5.54118 -2.00540 0.48326
H -0.97782 -1.42785 -0.39533
*
```

Values from the calculation:
E_tot   -1528.5747 Ha
Largest force on an atom   19.68 eV/Å
Energy relative to the best compared isomer or geometry (same formula, charge and spin)   391.9 kcal per mole

In the natural (NBO) picture, each atom carries the following charge in e: Cl -0.088; C 0.091; C -0.251; C 0.018; C -0.238; C -0.172; C -0.245; H 0.212; H 0.192; H 0.245; C 0.430; N -0.519; C 0.295; C -0.209; C -0.160; C -0.266; C -0.093; C -0.243; C 0.465; N -0.497; N -0.538; H 0.385; C -0.316; H 0.206; C -0.192; N -0.451; C -0.239; C -0.005; H 0.166; O -0.509; C -0.075; C -0.262; H 0.207; H 0.168; H 0.200; H 0.178; H 0.111; H 0.248; H 0.135; H 0.216; H 0.143; H 0.258; H 0.163; H 0.213; H 0.209; H 0.197; H 0.214